(1)
ORCA calculation (the ωB97M-V functional and the def2-TZVPD basis) on the ion C2H3N2OS with charge -1.

Total charge: -1
HOMO (alpha / beta): -0.1046 / -0.1047 hartree
Structure (SMILES): O=N/C=C\N[S-]
Gap between HOMO and LUMO (alpha / beta): 0.238 / 0.238 Eh

Geometry (Å):
O: -0.421 -1.430 -3.340
N: -0.855 -0.848 -2.241
C: -0.071 -0.702 -1.297
C: -0.300 0.051 -0.115
N: -1.407 0.563 0.455
S: -2.876 0.581 -0.323
H: 0.938 -1.232 -1.330
H: 0.571 0.152 0.524
H: -1.514 0.723 1.542

---

(2)
ORCA calculation (the ωB97M-V functional and the def2-TZVPD basis) on a cluster of 2 separate species, H5NO in total.

HOMO: -0.3532 hartree
Structure (SMILES): N.O
Gap between HOMO and LUMO: 0.385 Eh

Geometry (Å):
N: -0.712 -1.915 0.321
H: -1.697 -1.771 0.247
H: -0.256 -2.467 -0.386
H: -0.213 -1.669 1.154
O: 0.794 2.018 -0.307
H: 0.150 1.710 0.348
H: 0.587 1.571 -1.131

---

(3)
ORCA calculation (the ωB97M-V functional and the def2-TZVPD basis) on the molecule C3H8N4O.

HOMO: -0.3142 hartree
Structure (SMILES): CN1N[C@@]2(N)O[C@@]12N
Gap between HOMO and LUMO: 0.348 Eh

Geometry (Å):
C: -2.112 -0.554 -0.369
N: -0.963 -0.300 0.476
N: 0.157 -1.405 0.288
C: 1.059 -0.316 -0.072
N: 2.426 -0.273 0.169
O: 0.560 0.306 -1.228
C: -0.025 0.690 0.052
N: -0.072 2.012 0.474
H: -2.588 -1.470 -0.026
H: -2.804 0.279 -0.236
H: -1.840 -0.651 -1.424
H: 0.479 -1.980 1.066
H: 2.674 -0.658 1.070
H: 2.970 -0.681 -0.582
H: 0.837 2.449 0.386
H: -0.758 2.551 -0.044

---

Energy above the lowest of the compared OMol25 structures with the same formula, charge and spin for every record listed, in sequence, given in kcal/mol: 59.6, 9.2, 95.8.
Electronic energy for every record listed, in sequence, given in Eh: -660.8593, -132.9782, -413.2635.